# C4H5NO3

An isolated molecule of C4H5NO3 in a non-equilibrium geometry (ωB97M-V/def2-TZVPD, the Open Molecules 2025 dataset).

Last column: Mulliken charge in e.
Cartesian coordinates (Å):
1 O -0.7112 2.3882 0.4868  -0.58
2 C 0.3395 1.8616 -0.0083  0.25
3 N 0.3252 0.8276 -0.8153  -0.02
4 C 1.2549 -0.1353 -1.5301  -0.43
5 C -0.1896 -0.4891 -0.9190  -0.10
6 C -0.3315 -1.1904 0.5664  0.51
7 O 0.5042 -0.9419 1.3736  -0.55
8 O -1.2069 -2.0461 0.7112  -0.38
9 H 1.6569 2.0327 0.0823  0.17
10 H 2.1668 -0.3825 -0.9938  0.34
11 H 1.0991 -0.0210 -2.6124  0.24
12 H -1.1993 -0.5770 -1.5804  0.23
13 H -1.1286 -2.3279 1.5843  0.32

Computed properties:
SMILES: O=CN1C[C@H]1C(=O)O
Electronic energy in eV: -11858.178
HOMO in eV: -9.699
HOMO-LUMO gap in eV: 10.259
Total charge: 0
ΔE to the lowest compared entry with this formula, charge and spin in eV: 3.823


# C45H62BN9O4Pt

A structure of composition C45H62BN9O4Pt (ωB97M-V/def2-TZVPD, the Open Molecules 2025 dataset).

Last column: Mulliken charge in e.
Cartesian coordinates (Å):
1 Pt 1.0681 -0.7562 0.1871  1.99
2 C -1.0845 -1.9648 4.5545  -0.81
3 N -0.2786 -0.7721 4.4937  0.80
4 C 0.0221 -0.1581 5.7672  -1.41
5 C 0.2928 -0.3229 3.3301  -0.18
6 N 0.7555 -1.1060 2.3840  0.23
7 C 1.1566 -2.4220 2.6827  -0.44
8 C 1.9445 -2.6404 3.7910  -0.43
9 C 2.4670 -3.9067 4.0993  -1.01
10 C 2.2172 -4.9572 3.2700  -1.18
11 C 1.4350 -4.7818 2.1003  1.69
12 C 1.2366 -5.8970 1.2484  -1.04
13 C 0.5326 -5.7623 0.0914  -1.24
14 C -0.0162 -4.5153 -0.2469  -0.37
15 C 0.1108 -3.4110 0.5628  -0.49
16 N -0.4948 -2.2052 0.1280  0.43
17 C -1.7628 -2.2415 -0.2250  -0.43
18 N -2.6498 -3.1478 0.2909  0.90
19 C -2.5334 -3.6625 1.6315  -0.69
20 C -3.6288 -3.8083 -0.5431  -1.35
21 N -2.2967 -1.4089 -1.1439  0.69
22 C -1.5161 -0.8057 -2.1951  -1.45
23 C -3.6387 -0.8738 -0.9955  -1.53
24 C 0.8776 -3.5106 1.7797  -0.05
25 N 0.3782 1.0289 3.2506  0.32
26 C 1.3492 1.6804 2.4067  -1.09
27 C -0.6995 1.8833 3.7214  -1.39
28 H -1.9462 -1.7752 5.1992  0.43
29 H -0.5328 -2.8290 4.9410  0.22
30 H -1.4566 -2.1737 3.5620  0.01
31 H 0.4397 -0.9097 6.4467  0.42
32 H -0.8740 0.2615 6.2352  0.36
33 H 0.7521 0.6371 5.6401  0.37
34 H 2.1758 -1.7944 4.4271  0.53
35 H 3.0780 -4.0340 4.9843  0.39
36 H 2.6185 -5.9413 3.4780  0.42
37 H 1.6739 -6.8466 1.5306  0.41
38 H 0.3987 -6.6045 -0.5758  0.38
39 H -0.5521 -4.4008 -1.1814  0.59
40 H -1.8877 -3.0004 2.1892  -0.29
41 H -2.1266 -4.6797 1.6531  0.27
42 H -3.5193 -3.6594 2.1032  0.45
43 H -3.5239 -3.4881 -1.5762  0.38
44 H -4.6493 -3.5952 -0.2110  0.34
45 H -3.4733 -4.8919 -0.4977  0.38
46 H -0.6679 -1.4416 -2.4359  0.42
47 H -1.1668 0.1915 -1.9146  0.35
48 H -2.1517 -0.7221 -3.0814  0.52
49 H -4.0391 -1.1289 -0.0182  0.44
50 H -4.3059 -1.2454 -1.7799  0.30
51 H -3.5940 0.2148 -1.0677  0.43
52 H 2.2626 1.0941 2.3804  0.53
53 H 1.5746 2.6593 2.8384  0.49
54 H 0.9685 1.8132 1.3893  -0.41
55 H -0.3639 2.5297 4.5383  0.28
56 H -1.5408 1.2786 4.0471  0.42
57 H -1.0420 2.5134 2.8974  0.42
58 C 0.9109 5.7910 -3.0914  -1.64
59 C -0.4315 5.1657 -2.8076  1.33
60 C -1.5114 5.4685 -3.6310  -1.09
61 C -2.7704 4.9546 -3.3604  -1.08
62 C -2.9661 4.1381 -2.2617  -0.80
63 C -1.8967 3.8255 -1.4223  0.58
64 N -2.0410 2.9882 -0.3117  0.61
65 C -3.1651 2.8189 0.4745  0.63
66 C -4.1628 3.8023 0.5492  -0.61
67 C -5.2596 3.6412 1.3737  -0.63
68 C -5.3948 2.5024 2.1593  -1.06
69 C -4.4041 1.5374 2.1043  -0.82
70 C -3.2884 1.6651 1.2828  0.07
71 C -2.2515 0.5459 1.3094  0.53
72 O -2.4827 -0.4432 2.0324  -1.15
73 O -1.2066 0.7169 0.6114  0.49
74 C -0.6147 4.3303 -1.7013  0.27
75 C 0.5353 3.9422 -0.8123  -0.94
76 H 0.8930 6.3213 -4.0430  0.37
77 H 1.7132 5.0534 -3.1289  0.24
78 H 1.1791 6.5110 -2.3141  0.37
79 H -1.3625 6.1175 -4.4859  0.36
80 H -3.6029 5.1881 -4.0124  0.40
81 H -3.9439 3.7251 -2.0507  0.59
82 H -1.4124 2.1804 -0.2220  -0.38
83 H -4.0596 4.7034 -0.0405  0.61
84 H -6.0123 4.4198 1.4086  0.39
85 H -6.2524 2.3772 2.8072  0.43
86 H -4.4628 0.6383 2.7047  0.39
87 H 0.2013 3.8442 0.2211  0.31
88 H 1.3431 4.6717 -0.8501  0.69
89 H 0.9352 2.9700 -1.1224  -0.14
90 C 2.2853 -1.4838 -5.0526  -1.93
91 C 2.5179 -0.7310 -3.7569  1.75
92 C 4.0047 -0.7212 -3.4115  -1.74
93 O 1.8531 -1.4204 -2.6802  -0.30
94 B 1.4297 -0.4681 -1.7517  -0.16
95 O 1.5210 0.8060 -2.3109  -0.12
96 C 1.8817 0.6882 -3.7025  1.63
97 C 0.6081 0.8158 -4.5280  -1.89
98 C 2.8270 1.8227 -4.0521  -1.82
99 H 2.7636 -2.4623 -4.9969  0.47
100 H 2.7135 -0.9408 -5.8982  0.34
101 H 1.2230 -1.6336 -5.2359  0.33
102 H 4.3344 -1.7520 -3.2753  0.45
103 H 4.1794 -0.1760 -2.4807  0.16
104 H 4.6038 -0.2646 -4.2010  0.34
105 H -0.0741 -0.0098 -4.3336  0.24
106 H 0.8286 0.8358 -5.5967  0.37
107 H 0.1060 1.7470 -4.2578  0.39
108 H 3.6716 1.8649 -3.3657  0.35
109 H 2.2825 2.7642 -3.9881  0.28
110 H 3.2030 1.7171 -5.0723  0.36
111 C 4.0244 -2.2732 0.5240  -1.31
112 C 4.0235 -0.7940 0.4021  0.72
113 N 2.9654 -0.0118 0.2672  0.52
114 C 3.4241 1.2833 0.1171  -0.21
115 C 4.7768 1.2844 0.1854  -0.94
116 N 5.1386 -0.0328 0.3683  0.07
117 H 3.2093 -2.6693 -0.0821  0.12
118 H 3.8565 -2.5844 1.5566  0.16
119 H 4.9733 -2.6854 0.1788  0.54
120 H 2.7451 2.0991 -0.0529  0.14
121 H 5.4975 2.0780 0.1121  0.43
122 H 6.0743 -0.3902 0.4407  0.22

Computed properties:
Electronic energy in eV: -73201.213
HOMO in eV: -6.688
HOMO-LUMO gap in eV: 6.838
Total charge: 0
ΔE to the lowest compared entry with this formula, charge and spin in eV: 0.000


# H20O10

A cluster of 10 separate species, H20O10 in total (ωB97M-V/def2-TZVPD, the Open Molecules 2025 dataset).

Last column: Mulliken charge in e.
Cartesian coordinates (Å):
1 O 2.0320 -1.1943 -1.6016  -0.70
2 H 1.3332 -0.6417 -1.2517  0.36
3 H 2.7364 -1.1275 -0.9569  0.29
4 O 1.0711 0.0372 -4.0359  -0.68
5 H 1.1723 -0.3343 -3.1596  0.34
6 H 1.7995 0.6524 -4.1215  0.31
7 O -0.5756 -2.8534 -1.9366  -0.61
8 H -0.2285 -3.7454 -1.9237  0.27
9 H 0.1762 -2.3002 -1.7248  0.39
10 O -0.9790 3.1716 1.5593  -0.61
11 H -1.4433 2.9113 0.7637  0.34
12 H -1.6722 3.3373 2.1983  0.30
13 O -1.2749 -0.1231 3.0439  -0.60
14 H -1.7449 -0.1674 3.8766  0.26
15 H -1.8346 0.4113 2.4806  0.29
16 O -2.1365 2.3546 -1.0215  -0.67
17 H -1.9484 2.6107 -1.9244  0.31
18 H -3.0127 1.9709 -1.0585  0.31
19 O 2.2598 1.9070 -0.7110  -0.62
20 H 2.3656 2.5365 0.0024  0.33
21 H 1.4945 1.3886 -0.4621  0.44
22 O 0.0961 0.2093 -0.5064  -0.56
23 H -0.4903 0.8758 -0.8645  0.26
24 H -0.2635 0.0132 0.3588  0.20
25 O 1.2657 -1.3302 2.7610  -0.61
26 H 1.9847 -0.7341 2.9708  0.30
27 H 0.4789 -0.8686 3.0508  0.33
28 O -1.1635 -3.2289 1.2612  -0.61
29 H -1.2833 -2.3863 1.6992  0.31
30 H -0.2147 -3.3525 1.2340  0.32

Computed properties:
SMILES: O.O.O.O.O.O.O.O.O.O
Electronic energy in eV: -20799.926
HOMO in eV: -10.437
HOMO-LUMO gap in eV: 9.997
Total charge: 0
ΔE to the lowest compared entry with this formula, charge and spin in eV: 2.686


# C17H26AsBrGaINSSi2

A structure of composition C17H26AsBrGaINSSi2 in a non-equilibrium geometry (ωB97M-V/def2-TZVPD, the Open Molecules 2025 dataset).

Last column: Mulliken charge in e.
Cartesian coordinates (Å):
1 Ga -1.3176 0.0767 0.0700  0.22
2 S -1.9590 2.1470 -1.0961  -0.25
3 C -0.3932 1.7490 -1.6776  0.24
4 C 0.3247 2.5680 -2.6023  -0.57
5 C 1.5963 2.1816 -3.0617  -0.24
6 C 2.2107 0.9846 -2.5211  -0.76
7 C 1.4794 0.2874 -1.5482  -0.06
8 N 0.1711 0.5470 -1.2579  0.08
9 H -0.1048 3.5685 -2.8258  0.38
10 H 2.0918 2.7867 -3.7853  0.46
11 H 3.1977 0.6609 -2.7802  0.46
12 H 1.9744 -0.4485 -0.9261  0.40
13 C 1.2232 3.1493 3.8190  -1.01
14 Si -0.0448 2.6265 2.6500  0.48
15 C -1.7288 3.4072 2.9990  -1.03
16 C 0.8862 3.3675 1.1971  -0.86
17 As -0.7158 0.2777 2.4141  -0.18
18 Si 1.4185 -0.8590 2.7115  0.58
19 C 2.7871 0.4037 2.3105  -0.91
20 C 1.6164 -2.3795 1.6193  -1.05
21 C 1.5614 -1.4515 4.4934  -1.13
22 H 1.0354 2.9116 4.8801  0.33
23 H 1.3469 4.2265 3.7549  0.38
24 H 2.2382 2.7704 3.5368  0.23
25 H -1.5302 4.4577 3.1546  0.34
26 H -2.1719 2.9954 3.9211  0.32
27 H -2.4812 3.3011 2.1945  0.28
28 H 0.3405 3.1843 0.2240  -0.06
29 H 1.8472 2.9598 1.0837  0.40
30 H 0.9077 4.4409 1.2377  0.49
31 H 2.5485 0.9390 1.3893  0.03
32 H 3.6284 -0.2543 2.1207  0.43
33 H 3.0623 1.0696 3.1047  0.35
34 H 2.5727 -2.4189 1.0899  0.36
35 H 0.7904 -2.5869 0.8991  0.25
36 H 1.6877 -3.1549 2.4271  0.33
37 H 2.3670 -2.1980 4.6390  0.36
38 H 0.5938 -1.8736 4.7508  0.34
39 H 1.7325 -0.5280 5.1214  0.29
40 Br -3.3098 -5.1599 -1.3291  -0.16
41 C -3.2408 -4.2917 -3.0115  0.48
42 C -3.5211 -5.1348 -4.0891  -0.52
43 C -3.3370 -4.6804 -5.3794  -0.46
44 C -2.8963 -3.3734 -5.5759  -0.55
45 C -2.6946 -2.5255 -4.4937  -0.18
46 C -2.8760 -2.9870 -3.1681  -0.09
47 I -2.7431 -1.7160 -1.3028  0.27
48 H -3.8874 -6.1446 -3.8922  0.38
49 H -3.4722 -5.2940 -6.2685  0.37
50 H -2.5913 -3.0269 -6.5485  0.38
51 H -2.2213 -1.5581 -4.6722  0.38

Computed properties:
Electronic energy in eV: -237484.468
HOMO in eV: -11.022
HOMO-LUMO gap in eV: 5.843
Total charge: +1
ΔE to the lowest compared entry with this formula, charge and spin in eV: 0.029


# C4H11N3O

A cluster of 3 separate species, C4H11N3O in total in a non-equilibrium geometry (ωB97M-V/def2-TZVPD, the Open Molecules 2025 dataset).

Last column: Mulliken charge in e.
Cartesian coordinates (Å):
1 C 2.7103 0.2523 -1.1588  -0.64
2 N 0.5306 -1.4908 -0.9247  -0.47
3 O 1.8730 -0.1852 -0.1628  -0.35
4 H 0.3925 -0.7498 -1.6150  0.26
5 H 1.4730 -1.8809 -0.9422  0.32
6 H 2.3903 1.1843 -1.6529  0.24
7 H 2.7793 -0.5154 -1.9741  0.29
8 H 3.7456 0.3827 -0.8082  0.28
9 C -0.8278 1.4672 0.2324  -0.87
10 C -1.8691 0.6551 0.9373  0.70
11 C -1.6136 -0.7951 1.1335  -0.27
12 N -2.9445 1.1984 1.3503  -0.69
13 N -0.4634 -1.3209 1.0207  -0.29
14 H -3.5764 0.5242 1.7892  0.22
15 H -0.3989 -2.3143 1.2220  0.25
16 H -2.4865 -1.3895 1.4226  0.28
17 H -1.0676 2.5248 0.3200  0.36
18 H 0.1618 1.2566 0.6329  0.23
19 H -0.8087 1.1964 -0.8224  0.17

Computed properties:
Electronic energy in eV: -10838.161
HOMO (alpha / beta) in eV: -8.960 / -8.975
HOMO-LUMO gap (alpha / beta) in eV: 8.421 / 8.072
Total charge: 0
ΔE to the lowest compared entry with this formula, charge and spin in eV: 7.050


# C29H38Cl2IrN3PS2

A structure of composition C29H38Cl2IrN3PS2 (ωB97M-V/def2-TZVPD, the Open Molecules 2025 dataset).

Last column: Mulliken charge in e.
Cartesian coordinates (Å):
1 Ir 0.4204 0.0459 -0.1196  0.83
2 C -0.9508 5.0620 1.0176  -1.82
3 C -1.2691 3.6725 0.5591  1.28
4 C -1.3701 2.6493 1.4061  -1.99
5 C -1.7601 1.2534 0.9520  0.55
6 C -3.1831 0.9734 1.4236  -1.57
7 C -1.4880 1.0395 -0.5384  1.37
8 C -1.6695 2.2441 -1.3910  -0.79
9 C -2.1498 2.0466 -2.8060  -1.10
10 C -1.5346 3.4630 -0.8651  -0.62
11 H -0.0246 5.4106 0.5542  0.35
12 H -0.8409 5.1175 2.0988  0.38
13 H -1.7377 5.7548 0.7130  0.41
14 H -1.2585 2.8058 2.4736  0.43
15 H -3.5024 -0.0517 1.2306  0.29
16 H -3.8410 1.6547 0.8810  0.39
17 H -3.2934 1.1807 2.4878  0.52
18 H -2.1629 0.2673 -0.9141  0.31
19 H -1.8622 2.8723 -3.4566  0.48
20 H -3.2414 1.9938 -2.8145  0.34
21 H -1.7831 1.1176 -3.2412  0.17
22 H -1.6897 4.3433 -1.4814  0.54
23 C 1.0798 2.1052 -3.1967  -0.48
24 C 2.1508 1.3170 -2.5416  0.15
25 N 2.0217 0.4901 -1.5142  0.50
26 C 3.2670 0.0008 -1.1122  -0.27
27 C 4.3088 0.4238 -1.8632  -0.56
28 S 3.7572 1.4847 -3.0739  -0.19
29 C 3.3199 -0.8557 0.0631  -0.43
30 C 4.3938 -1.4735 0.6129  -0.64
31 S 3.9046 -2.3711 1.9765  -0.18
32 C 2.2869 -1.8806 1.7524  -0.08
33 N 2.1305 -1.0773 0.7237  1.21
34 C 1.1952 -2.3966 2.6268  -0.62
35 H 0.1682 2.0365 -2.6177  -0.74
36 H 0.9027 1.7576 -4.2151  0.45
37 H 1.3718 3.1543 -3.2494  0.52
38 H 5.3529 0.1844 -1.7476  0.51
39 H 5.4211 -1.4576 0.2881  0.51
40 H 1.2910 -2.0134 3.6432  0.33
41 H 1.2342 -3.4854 2.6793  0.54
42 H 0.2249 -2.1010 2.2318  -0.44
43 Cl -2.0620 -1.1193 3.7866  -0.11
44 C -0.7066 -0.0545 3.8926  0.52
45 C -0.1363 0.2065 5.1288  -0.41
46 C 0.9972 0.9984 5.2139  -0.89
47 C 1.5846 1.5221 4.0698  -0.59
48 C 1.0056 1.2422 2.8505  1.04
49 Cl 1.6996 1.8978 1.3875  -0.17
50 C -0.1526 0.4745 2.7286  -1.28
51 N -0.7139 0.2904 1.4442  0.85
52 H -0.5826 -0.2189 6.0170  0.52
53 H 1.4338 1.2062 6.1811  0.45
54 H 2.4715 2.1380 4.1259  0.56
55 C -2.8394 -3.4741 -0.5901  -1.51
56 C -2.0159 -2.3250 -0.0064  -0.27
57 P -0.5567 -1.8226 -0.9782  0.75
58 C -1.1445 -1.7676 -2.6997  -0.85
59 C -0.1893 -1.2137 -3.7503  -1.03
60 C 0.5346 -3.2823 -0.8681  -0.34
61 C 1.7418 -3.3381 -1.8019  -1.31
62 H -3.6417 -3.7254 0.1019  0.45
63 H -2.2501 -4.3776 -0.7403  0.37
64 H -3.3019 -3.2013 -1.5373  0.36
65 H -1.6497 -2.5759 0.9929  0.22
66 H -2.6396 -1.4372 0.1109  0.01
67 H -2.0776 -1.1973 -2.6938  0.61
68 H -1.4200 -2.8001 -2.9315  0.65
69 H 0.1140 -0.2017 -3.4932  -0.09
70 H -0.6905 -1.1804 -4.7169  0.47
71 H 0.7062 -1.8210 -3.8627  0.27
72 H -0.1097 -4.1440 -1.0562  0.76
73 H 0.8408 -3.3536 0.1780  0.08
74 H 1.4386 -3.5458 -2.8262  0.41
75 H 2.4051 -4.1454 -1.4943  0.39
76 H 2.3170 -2.4120 -1.7986  0.26

Computed properties:
Electronic energy in eV: -93990.907
HOMO (alpha / beta) in eV: -13.119 / -13.095
Spin multiplicity: 2
HOMO-LUMO gap (alpha / beta) in eV: 7.241 / 5.462
Total charge: +2
ΔE to the lowest compared entry with this formula, charge and spin in eV: 0.000


Q: What is the electronic energy in the second record?
A: -73201.213 eV


Q: Among the records above, which one has the highest total charge?
A: C29H38Cl2IrN3PS2


Q: Which of these has the lowest electronic energy?
A: C17H26AsBrGaINSSi2